(1)
C36H53BN17S6Sn | ωB97M-V/def2-TZVPD

Structure (XYZ):
```
114
Properties=species:S:1:pos:R:3:forces:R:3:mulliken_charge:R:1
Sn 0.453 3.899 -0.626 0.09 0.10 0.39 0.501
C -3.725 2.655 1.703 -0.09 -0.02 -0.04 -2.105
C -2.725 1.564 1.525 -0.10 0.04 -0.15 -0.222
C -2.364 0.755 2.541 -0.03 -0.15 0.13 -0.978
C -1.325 -0.200 2.353 -0.06 0.04 0.17 -0.318
N -0.753 -0.354 1.209 0.18 0.07 -0.15 0.234
N -1.145 0.404 0.153 -0.04 -0.07 0.02 1.088
B -0.465 -0.056 -1.140 -0.42 0.22 -0.15 -0.541
N -1.444 -0.264 -2.313 -0.05 -0.01 0.12 0.198
N -2.349 -1.136 -1.811 0.03 0.01 0.10 -0.085
C -3.401 -1.449 -2.481 -0.10 -0.04 0.02 0.220
C -3.617 -0.897 -3.777 -0.08 -0.07 -0.03 -0.882
C -2.729 -0.031 -4.305 0.09 0.06 -0.03 0.513
C -2.971 0.604 -5.637 0.06 0.02 0.07 -1.824
C -1.538 0.336 -3.541 -0.03 -0.01 0.01 0.608
S -0.436 1.430 -4.138 -0.14 -0.05 0.01 -0.322
C -4.395 -2.405 -1.832 0.07 0.03 -0.01 2.685
C -4.030 -2.645 -0.366 0.04 0.04 -0.02 -1.755
C -5.800 -1.793 -1.904 0.00 0.01 -0.01 -1.903
C -4.362 -3.737 -2.593 0.00 0.01 0.01 -1.706
N 0.344 -1.420 -0.942 0.02 0.04 -0.04 0.481
N 0.038 -2.664 -0.660 -0.07 -0.07 0.05 -0.463
C 1.014 -3.541 -0.732 0.08 -0.16 0.00 -0.490
C 2.326 -3.162 -1.122 -0.01 -0.20 0.04 -0.436
C 2.624 -1.869 -1.430 0.09 0.27 -0.04 -0.041
C 3.942 -1.378 -1.942 -0.07 0.01 0.04 -1.381
C 1.546 -0.970 -1.296 0.06 0.07 -0.12 0.682
S 1.315 0.705 -1.567 0.14 -0.12 -0.02 -0.289
C 0.642 -4.978 -0.365 -0.08 0.04 0.00 2.599
C -0.617 -5.385 -1.144 0.07 0.08 -0.01 -1.334
C 1.768 -5.959 -0.689 0.00 -0.02 0.00 -2.366
C 0.346 -5.029 1.141 0.01 0.02 -0.03 -1.569
C -2.096 1.392 0.229 0.18 -0.08 -0.10 1.587
S -2.480 2.368 -1.065 -0.08 -0.19 0.00 -0.202
C -0.882 -1.146 3.471 -0.06 0.05 -0.10 2.477
C 0.599 -1.502 3.312 -0.01 0.02 -0.05 -1.292
C -1.090 -0.502 4.845 0.04 -0.02 0.01 -2.206
C -1.739 -2.415 3.344 0.00 0.02 0.04 -1.337
H -4.084 2.678 2.732 0.03 0.01 -0.03 0.407
H -4.562 2.524 1.015 0.00 0.00 0.00 0.410
H -3.261 3.611 1.455 0.00 -0.02 0.03 0.349
H -2.818 0.883 3.514 0.03 0.00 -0.03 0.240
H -4.507 -1.162 -4.337 0.02 0.01 0.03 0.288
H -3.824 0.140 -6.134 0.03 0.02 0.03 0.376
H -2.082 0.533 -6.262 0.01 -0.01 -0.03 0.356
H -3.163 1.670 -5.502 0.02 0.00 -0.01 0.340
H -4.080 -1.714 0.204 0.00 -0.03 -0.01 0.225
H -3.012 -3.025 -0.271 -0.01 -0.02 0.01 -0.111
H -4.728 -3.366 0.069 0.02 0.03 -0.01 0.609
H -5.804 -0.790 -1.471 -0.01 -0.04 0.00 0.328
H -6.504 -2.413 -1.344 0.02 0.01 -0.03 0.475
H -6.161 -1.722 -2.933 0.00 0.01 0.04 0.371
H -3.365 -4.183 -2.535 -0.04 0.00 -0.01 0.237
H -4.613 -3.599 -3.648 0.01 -0.02 0.03 0.345
H -5.080 -4.439 -2.160 0.02 0.02 -0.03 0.477
H 3.100 -3.914 -1.204 -0.04 0.01 0.02 0.526
H 4.742 -2.090 -1.747 0.00 0.00 0.00 0.418
H 4.189 -0.409 -1.502 0.02 -0.04 0.01 0.127
H 3.873 -1.214 -3.021 0.02 0.02 0.02 0.311
H -0.429 -5.367 -2.221 -0.02 -0.01 0.03 0.384
H -1.436 -4.698 -0.932 0.00 -0.02 0.00 0.046
H -0.920 -6.396 -0.861 0.01 0.02 -0.01 0.452
H 2.036 -5.934 -1.749 -0.01 -0.01 0.04 0.464
H 1.435 -6.971 -0.452 0.02 0.01 -0.01 0.414
H 2.664 -5.761 -0.096 -0.03 -0.02 -0.03 0.428
H -0.434 -4.314 1.401 0.03 -0.06 -0.02 0.138
H 1.240 -4.787 1.723 -0.04 0.01 -0.01 0.371
H 0.013 -6.031 1.424 0.02 0.03 0.00 0.487
H 1.215 -0.615 3.493 -0.11 -0.15 0.02 0.011
H 0.806 -1.860 2.302 0.02 -0.02 0.03 -0.047
H 0.877 -2.277 4.033 -0.01 0.05 -0.01 0.633
H -0.653 0.500 4.876 -0.02 -0.01 0.01 0.380
H -0.612 -1.114 5.614 -0.03 0.00 -0.01 0.462
H -2.149 -0.423 5.099 0.05 0.02 0.01 0.396
H -1.669 -2.816 2.331 0.01 0.00 0.05 -0.287
H -2.790 -2.186 3.541 0.03 -0.02 -0.03 0.402
H -1.416 -3.180 4.057 -0.02 0.04 -0.02 0.493
S 0.887 5.312 4.219 0.01 -0.09 -0.26 -0.365
C 0.482 4.649 2.712 -0.13 0.03 0.37 -0.057
S 1.024 5.524 1.294 -0.01 -0.06 -0.23 -0.480
S -0.406 3.192 2.561 0.29 0.21 -0.10 -0.107
N 1.533 6.573 -2.959 -0.05 -0.10 0.12 -0.087
C 2.468 5.601 -2.682 -0.04 0.09 -0.10 0.196
N 3.695 5.599 -3.177 0.10 -0.16 0.06 -0.578
N 4.258 4.485 -2.660 -0.15 0.04 0.03 -0.720
N 3.419 3.861 -1.906 0.02 0.16 -0.13 -0.027
N 2.256 4.554 -1.891 -0.04 0.05 0.17 0.331
C 0.179 6.425 -2.716 0.18 0.08 0.00 0.108
N -0.740 7.146 -3.320 -0.17 0.01 0.07 -0.499
N -1.908 6.725 -2.773 0.11 -0.09 0.05 -0.653
N -1.698 5.804 -1.903 0.09 0.16 -0.14 -0.213
N -0.358 5.588 -1.828 -0.03 -0.17 -0.03 0.586
H 1.778 7.231 -3.678 -0.01 -0.01 -0.04 0.272
C 4.420 2.598 3.468 -0.08 0.08 -0.03 -0.866
C 3.258 3.250 2.679 -0.04 -0.05 -0.14 -0.579
N 2.945 2.453 1.500 0.20 -0.10 -0.07 0.845
C 4.109 2.359 0.630 -0.09 -0.03 0.17 -0.435
C 5.259 1.618 1.363 -0.06 0.08 -0.10 -0.732
N 4.782 1.318 2.757 -0.07 0.03 -0.04 0.120
C 3.585 0.405 2.708 -0.09 0.02 -0.04 -1.071
C 2.482 1.133 1.896 0.03 0.20 -0.01 1.554
H 4.131 2.332 4.484 0.02 -0.03 0.02 0.366
H 5.317 3.216 3.502 0.05 -0.05 -0.03 0.266
H 3.510 4.261 2.363 0.01 0.00 0.03 0.658
H 2.376 3.329 3.310 0.00 -0.05 0.00 -0.101
H 4.417 3.360 0.340 -0.01 0.00 0.01 0.560
H 3.834 1.852 -0.292 0.01 -0.02 0.02 0.179
H 6.159 2.225 1.451 0.02 -0.01 0.05 0.303
H 5.517 0.667 0.898 0.00 -0.05 0.05 0.315
H 5.525 0.856 3.268 0.04 -0.02 0.04 0.332
H 3.289 0.206 3.737 0.06 0.03 0.04 0.375
H 3.907 -0.528 2.246 0.06 0.00 0.01 0.256
H 1.573 1.258 2.488 0.01 0.05 -0.04 -0.061
H 2.222 0.566 1.004 -0.01 -0.01 0.01 -1.547
```
Positions in Å, forces in eV/Å.

Summary:
Total charge ... -1
2S+1 ... 1
Calculated total energy ... -4962.83624 hartree

=====

(2)
C4H18O5Rb | ωB97M-V/def2-TZVPD

Structure (XYZ):
```
28
Properties=species:S:1:pos:R:3:forces:R:3:mulliken_charge:R:1
Rb 0.138 -1.108 0.105 0.08 -0.16 0.01 0.809
O -1.291 -0.539 -2.389 -0.03 -0.03 -0.12 -0.479
H -1.912 -1.118 -2.850 0.08 0.10 0.06 0.273
H -1.103 0.168 -3.019 -0.08 -0.08 0.08 0.284
O 1.148 -1.410 2.827 0.12 -0.03 0.06 -0.483
H 1.002 -0.913 3.642 -0.02 -0.09 -0.10 0.279
H 1.863 -2.025 3.040 -0.11 0.09 0.01 0.265
O 0.648 1.600 0.712 0.18 0.18 -0.07 -0.468
H 1.093 2.162 0.064 -0.09 0.00 0.14 0.255
H 0.809 2.033 1.561 -0.04 -0.06 -0.11 0.267
C 3.612 0.195 -2.650 0.81 0.07 -0.32 -1.182
C 2.267 -0.445 -2.548 -0.62 -1.02 -0.38 0.143
O 2.302 -1.666 -1.772 -0.34 0.58 0.68 -0.522
H 4.296 -0.433 -3.229 -0.09 0.03 -0.04 0.349
H 4.090 0.325 -1.678 -0.26 0.04 0.11 0.308
H 3.582 1.166 -3.146 -0.13 -0.02 -0.01 0.334
H 1.823 -0.770 -3.496 0.36 0.57 -0.31 0.259
H 1.520 0.237 -2.125 0.17 -0.24 0.39 0.068
H 2.890 -2.298 -2.194 0.05 0.08 -0.11 0.266
C -2.419 0.454 2.601 -0.54 -0.17 0.07 -0.566
C -3.715 0.973 1.958 0.81 -0.06 0.33 -0.355
O -4.548 -0.092 1.541 -0.01 0.24 0.07 -0.468
H -1.963 -0.307 1.960 0.15 0.21 -0.09 -0.043
H -2.648 -0.063 3.535 0.01 0.10 0.04 0.300
H -1.729 1.274 2.801 0.09 -0.09 -0.06 0.262
H -3.454 1.654 1.143 -0.17 -0.07 -0.18 0.268
H -4.248 1.557 2.704 -0.28 -0.07 -0.06 0.302
H -4.053 -0.609 0.900 -0.11 -0.08 -0.09 0.276
```
Positions in Å, forces in eV/Å.

Summary:
Total charge ... +1
2S+1 ... 1
Calculated total energy ... -563.30016 hartree

=====

(3)
C4H11NO2 | ωB97M-V/def2-TZVPD

Structure (XYZ):
```
18
Properties=species:S:1:pos:R:3:forces:R:3:mulliken_charge:R:1
C -1.945 0.066 0.425 0.79 1.61 -1.22 -1.048
C -0.853 1.160 0.644 -0.28 -0.39 -0.08 -0.403
C 0.288 1.216 -0.363 0.09 -0.22 0.74 0.591
O 0.574 2.266 -0.902 -0.12 0.11 -0.49 -0.643
N 0.988 0.062 -0.557 0.19 -0.40 0.02 -0.106
C 2.050 -0.001 -1.525 0.52 1.72 0.19 -1.015
H -2.386 -0.254 1.357 -0.13 -0.35 -0.04 0.254
H -2.671 0.555 -0.227 -0.50 -0.18 0.37 0.392
H -1.537 -0.688 -0.230 0.09 -0.82 0.44 0.289
H -0.408 1.051 1.636 0.00 0.20 0.02 0.240
H -1.317 2.137 0.529 0.10 0.07 0.50 0.275
H 1.025 -0.648 0.160 -0.71 0.00 0.02 0.219
H 3.038 -0.040 -1.060 -0.05 -0.65 0.04 0.327
H 2.082 0.985 -1.987 -0.18 -0.06 -0.35 0.335
H 1.882 -0.736 -2.286 0.09 -0.60 -0.23 0.307
O 0.102 -2.276 1.335 -0.20 -0.17 0.14 -0.642
H -0.530 -2.891 0.945 0.17 -0.04 -0.23 0.319
H -0.382 -1.965 2.105 0.14 0.18 0.16 0.307
```
Positions in Å, forces in eV/Å.

Summary:
2S+1 ... 1
Calculated total energy ... -364.24559 hartree

=====

Which value of 2S+1 does entry 2 give?
1

=====

Which formula does entry 3 have?
C4H11NO2